## a
A 8-piece molecular cluster, C16H48O8 overall. Source: the Open Molecules 2025 dataset; level of theory: wB97M-V/def2-TZVPD.

Last column: Löwdin charge in e.
Element x y z (Å)
C (0.278, 4.808, -7.137)  -0.08
C (0.565, 3.809, -5.999)  -0.35
O (-0.597, 3.065, -5.866)  -0.07
H (1.046, 5.578, -7.070)  0.06
H (-0.695, 5.298, -7.088)  0.07
H (0.389, 4.387, -8.136)  0.07
H (0.864, 4.308, -5.077)  0.10
H (1.405, 3.149, -6.218)  0.11
H (-0.454, 2.477, -5.121)  0.08
C (-8.663, -3.528, -4.522)  -0.08
C (-8.175, -4.871, -3.935)  -0.33
O (-8.309, -4.913, -2.528)  -0.08
H (-8.560, -3.448, -5.604)  0.07
H (-8.042, -2.737, -4.101)  0.07
H (-9.692, -3.355, -4.206)  0.07
H (-7.128, -5.010, -4.207)  0.10
H (-8.733, -5.700, -4.369)  0.10
H (-7.763, -5.654, -2.257)  0.08
C (-2.152, -2.041, -0.396)  -0.09
C (-0.900, -1.225, -0.032)  -0.32
O (-0.129, -0.975, -1.214)  -0.08
H (-2.793, -2.297, 0.448)  0.07
H (-1.778, -3.004, -0.745)  0.07
H (-2.737, -1.591, -1.198)  0.07
H (-0.329, -1.751, 0.733)  0.11
H (-1.269, -0.298, 0.407)  0.10
H (0.709, -0.653, -0.875)  0.08
C (7.662, 1.172, -0.877)  -0.10
C (7.004, 1.978, 0.218)  -0.32
O (5.624, 1.622, 0.100)  -0.09
H (7.202, 1.249, -1.862)  0.08
H (7.941, 0.168, -0.557)  0.07
H (8.651, 1.609, -1.014)  0.07
H (7.136, 3.032, -0.029)  0.11
H (7.415, 1.786, 1.209)  0.11
H (5.145, 2.230, 0.668)  0.08
C (-0.887, -6.696, 5.390)  -0.10
C (-0.078, -7.567, 6.284)  -0.36
O (0.130, -8.798, 5.640)  -0.07
H (-1.889, -7.096, 5.234)  0.08
H (-0.413, -6.612, 4.413)  0.08
H (-1.066, -5.717, 5.835)  0.08
H (-0.584, -7.768, 7.228)  0.11
H (0.845, -7.072, 6.585)  0.11
H (0.619, -9.366, 6.240)  0.08
C (5.922, -3.119, 5.264)  -0.10
C (6.266, -4.198, 4.290)  -0.34
O (7.384, -4.887, 4.810)  -0.08
H (5.069, -2.531, 4.925)  0.07
H (6.804, -2.493, 5.397)  0.08
H (5.664, -3.486, 6.257)  0.08
H (6.539, -3.811, 3.308)  0.11
H (5.409, -4.867, 4.209)  0.11
H (7.907, -5.218, 4.076)  0.08
C (2.621, 7.285, 3.056)  -0.09
C (1.679, 6.453, 3.934)  -0.33
O (1.513, 5.153, 3.375)  -0.09
H (2.292, 7.423, 2.026)  0.07
H (3.571, 6.750, 3.061)  0.07
H (2.694, 8.308, 3.425)  0.07
H (0.656, 6.828, 3.943)  0.11
H (2.077, 6.471, 4.949)  0.10
H (0.801, 4.759, 3.884)  0.08
C (-5.780, 4.525, -2.372)  -0.11
C (-5.883, 5.364, -3.626)  -0.31
O (-5.748, 4.409, -4.682)  -0.09
H (-4.837, 3.996, -2.241)  0.07
H (-6.594, 3.802, -2.312)  0.08
H (-5.934, 5.091, -1.453)  0.07
H (-5.157, 6.176, -3.627)  0.10
H (-6.834, 5.893, -3.697)  0.11
H (-4.916, 3.942, -4.572)  0.08

Values from the calculation:
SMILES string: CCO.CCO.CCO.CCO.CCO.CCO.CCO.CCO
Kohn-Sham gap in eV: 10.46
HOMO in eV: -10.16

=====

## b
A 8-piece molecular cluster, C16H48O8 overall. Source: the Open Molecules 2025 dataset; level of theory: wB97M-V/def2-TZVPD.

Last column: Löwdin charge in e.
Element x y z (Å)
C (-5.236, -18.023, 22.596)  -0.07
C (-5.910, -18.186, 21.244)  -0.26
O (-6.081, -16.916, 20.573)  -0.10
H (-5.870, -17.392, 23.219)  0.07
H (-4.218, -17.641, 22.522)  0.06
H (-5.174, -18.983, 23.109)  0.08
H (-6.904, -18.616, 21.372)  0.11
H (-5.334, -18.811, 20.562)  0.11
H (-6.618, -16.985, 19.780)  0.10
C (-3.459, -13.256, 22.042)  -0.07
C (-4.470, -14.322, 21.715)  -0.27
O (-4.129, -15.028, 20.484)  -0.12
H (-2.595, -13.791, 22.436)  0.09
H (-3.883, -12.542, 22.748)  0.06
H (-3.146, -12.597, 21.233)  0.07
H (-5.451, -13.905, 21.487)  0.10
H (-4.594, -15.030, 22.534)  0.10
H (-4.783, -15.721, 20.371)  0.03
C (-0.007, -13.819, 18.213)  -0.07
C (-1.007, -14.153, 19.349)  -0.31
O (-2.284, -14.227, 18.747)  -0.11
H (-0.108, -14.423, 17.312)  0.06
H (0.989, -13.878, 18.652)  0.07
H (-0.185, -12.812, 17.835)  0.07
H (-1.035, -13.394, 20.131)  0.10
H (-0.723, -15.089, 19.830)  0.09
H (-2.966, -14.430, 19.390)  0.00
C (-1.981, -18.252, 20.774)  -0.07
C (-0.945, -18.263, 19.649)  -0.34
O (0.330, -18.706, 20.059)  -0.07
H (-2.926, -17.865, 20.394)  0.05
H (-1.625, -17.583, 21.558)  0.08
H (-2.079, -19.263, 21.171)  0.08
H (-0.852, -17.243, 19.277)  0.09
H (-1.298, -18.917, 18.851)  0.11
H (0.847, -18.747, 19.250)  0.08
C (-2.078, -9.007, 22.403)  -0.06
C (-1.479, -8.646, 23.807)  -0.32
O (-0.689, -9.695, 24.284)  -0.09
H (-2.782, -8.232, 22.102)  0.07
H (-2.527, -10.000, 22.414)  0.05
H (-1.365, -9.104, 21.584)  0.07
H (-2.200, -8.399, 24.587)  0.11
H (-0.777, -7.817, 23.711)  0.10
H (-0.490, -9.510, 25.205)  0.08
C (-7.287, -13.664, 24.017)  -0.07
C (-6.755, -12.193, 24.170)  -0.30
O (-7.824, -11.395, 24.613)  -0.10
H (-6.402, -14.301, 23.992)  0.05
H (-7.972, -13.748, 23.174)  0.07
H (-7.922, -13.966, 24.850)  0.07
H (-6.218, -11.779, 23.316)  0.09
H (-6.105, -12.162, 25.044)  0.10
H (-8.113, -11.674, 25.485)  0.08
C (-2.528, -16.826, 16.253)  -0.06
C (-3.604, -16.901, 17.398)  -0.32
O (-4.443, -17.953, 17.053)  -0.08
H (-2.129, -17.829, 16.101)  0.07
H (-1.815, -16.034, 16.482)  0.05
H (-2.914, -16.533, 15.276)  0.07
H (-4.163, -15.966, 17.449)  0.11
H (-3.153, -17.084, 18.374)  0.07
H (-5.356, -17.766, 17.283)  0.08
C (-5.830, -12.300, 18.668)  -0.07
C (-5.873, -11.163, 19.713)  -0.30
O (-7.141, -10.554, 19.612)  -0.08
H (-4.874, -12.823, 18.642)  0.06
H (-6.121, -12.092, 17.638)  0.07
H (-6.561, -13.071, 18.910)  0.06
H (-5.089, -10.441, 19.485)  0.11
H (-5.721, -11.519, 20.732)  0.09
H (-7.530, -10.326, 20.459)  0.08

Values from the calculation:
SMILES string: CCO.CCO.CCO.CCO.CCO.CCO.CCO.CCO
Kohn-Sham gap in eV: 9.73
HOMO in eV: -9.51

=====

## c
A 8-piece molecular cluster, C16H48O8 overall. Source: the Open Molecules 2025 dataset; level of theory: wB97M-V/def2-TZVPD.

Last column: Löwdin charge in e.
Element x y z (Å)
C (11.910, 6.213, 7.049)  -0.07
C (11.357, 7.301, 6.148)  -0.30
O (10.941, 8.480, 6.779)  -0.08
H (12.565, 5.585, 6.486)  0.07
H (11.205, 5.658, 7.655)  0.08
H (12.505, 6.620, 7.852)  0.05
H (10.555, 6.871, 5.520)  0.11
H (11.985, 7.693, 5.378)  0.11
H (10.268, 8.393, 7.454)  0.06
C (8.766, 12.396, 9.363)  -0.04
C (10.021, 11.554, 9.347)  -0.33
O (11.156, 12.317, 9.645)  -0.09
H (8.013, 11.839, 8.891)  0.06
H (8.945, 13.339, 8.837)  0.09
H (8.418, 12.514, 10.357)  0.05
H (10.205, 11.161, 8.336)  0.12
H (9.993, 10.723, 10.053)  0.09
H (11.843, 11.663, 9.566)  0.04
C (7.233, 7.644, 8.076)  -0.08
C (6.595, 6.894, 9.271)  -0.27
O (7.430, 5.735, 9.478)  -0.11
H (8.186, 8.170, 8.354)  0.07
H (6.613, 8.338, 7.586)  0.05
H (7.446, 6.933, 7.289)  0.06
H (5.572, 6.581, 9.048)  0.11
H (6.696, 7.531, 10.147)  0.11
H (7.398, 5.327, 8.592)  0.08
C (11.992, 16.168, 10.789)  -0.09
C (10.856, 15.157, 10.871)  -0.28
O (9.999, 15.294, 12.043)  -0.08
H (12.527, 15.942, 9.802)  0.10
H (12.731, 16.133, 11.541)  0.05
H (11.642, 17.174, 10.705)  0.06
H (11.283, 14.153, 10.865)  0.08
H (10.329, 15.372, 9.909)  0.12
H (9.788, 16.213, 12.147)  0.07
C (14.745, 13.034, 9.068)  -0.09
C (14.722, 11.828, 8.153)  -0.35
O (15.204, 12.259, 6.900)  -0.08
H (14.193, 13.851, 8.670)  0.05
H (15.839, 13.378, 9.189)  0.10
H (14.370, 12.863, 10.112)  0.08
H (13.718, 11.419, 8.048)  0.08
H (15.287, 10.964, 8.556)  0.12
H (14.909, 11.598, 6.252)  0.09
C (10.240, 10.494, 13.725)  -0.08
C (10.296, 11.837, 13.010)  -0.28
O (9.030, 12.485, 13.266)  -0.10
H (9.406, 9.987, 13.256)  0.06
H (9.943, 10.598, 14.789)  0.08
H (11.183, 9.868, 13.659)  0.08
H (10.411, 11.646, 11.930)  0.08
H (11.153, 12.475, 13.284)  0.12
H (9.066, 13.386, 12.913)  0.07
C (5.899, 11.194, 14.243)  -0.09
C (5.714, 10.869, 12.787)  -0.38
O (6.823, 11.063, 11.993)  -0.09
H (6.616, 10.500, 14.628)  0.06
H (4.921, 11.057, 14.775)  0.09
H (6.193, 12.237, 14.341)  0.08
H (4.937, 11.543, 12.396)  0.11
H (5.396, 9.824, 12.632)  0.11
H (7.540, 11.463, 12.521)  0.04
C (11.966, 8.639, 11.304)  -0.05
C (11.656, 8.579, 9.804)  -0.33
O (12.375, 9.496, 9.032)  -0.10
H (11.161, 8.243, 11.903)  0.08
H (12.082, 9.685, 11.424)  0.05
H (12.868, 8.133, 11.578)  0.07
H (10.576, 8.872, 9.635)  0.10
H (11.701, 7.515, 9.406)  0.11
H (12.297, 9.300, 8.079)  0.08

Values from the calculation:
SMILES string: CCO.CCO.CCO.CCO.CCO.CCO.CCO.CCO
Kohn-Sham gap in eV: 10.05
HOMO in eV: -9.53

=====

## d
A 8-piece molecular cluster, C16H48O8 overall. Source: the Open Molecules 2025 dataset; level of theory: wB97M-V/def2-TZVPD.

Last column: Löwdin charge in e.
Element x y z (Å)
C (7.513, -0.658, 2.676)  -0.07
C (6.464, -1.483, 3.403)  -0.27
O (6.803, -2.881, 3.523)  -0.14
H (7.144, 0.369, 2.593)  0.08
H (7.703, -1.001, 1.657)  0.06
H (8.462, -0.639, 3.212)  0.07
H (5.489, -1.379, 2.918)  0.12
H (6.372, -1.087, 4.418)  0.11
H (7.332, -3.164, 2.748)  0.05
C (10.731, -3.058, 4.213)  -0.08
C (9.725, -3.520, 5.247)  -0.28
O (8.746, -2.520, 5.483)  -0.10
H (11.136, -2.071, 4.460)  0.08
H (10.304, -2.989, 3.212)  0.06
H (11.598, -3.730, 4.155)  0.06
H (10.203, -3.725, 6.201)  0.10
H (9.254, -4.427, 4.845)  0.12
H (8.091, -2.554, 4.767)  0.04
C (14.545, -1.895, 4.293)  -0.09
C (15.415, -3.117, 4.135)  -0.33
O (16.667, -2.822, 3.536)  -0.07
H (13.622, -2.081, 4.838)  0.06
H (14.338, -1.400, 3.342)  0.08
H (15.073, -1.127, 4.881)  0.08
H (14.938, -3.835, 3.457)  0.10
H (15.534, -3.626, 5.098)  0.09
H (16.980, -1.979, 3.877)  0.08
C (4.036, -2.650, 6.323)  -0.09
C (4.827, -3.870, 5.897)  -0.33
O (4.565, -4.220, 4.556)  -0.09
H (4.261, -1.824, 5.638)  0.06
H (4.260, -2.343, 7.345)  0.07
H (2.962, -2.821, 6.221)  0.07
H (4.569, -4.727, 6.524)  0.11
H (5.897, -3.677, 6.040)  0.10
H (5.266, -3.840, 4.010)  0.03
C (12.239, -4.152, 0.993)  -0.08
C (11.547, -5.500, 1.007)  -0.26
O (10.566, -5.606, 2.072)  -0.10
H (11.540, -3.337, 0.796)  0.08
H (13.024, -4.134, 0.234)  0.08
H (12.717, -3.926, 1.951)  0.06
H (12.282, -6.302, 1.091)  0.11
H (10.994, -5.652, 0.080)  0.11
H (11.013, -5.896, 2.871)  0.09
C (12.675, -5.257, 6.995)  -0.08
C (14.007, -5.780, 6.480)  -0.32
O (15.041, -5.230, 7.299)  -0.08
H (12.565, -5.494, 8.051)  0.08
H (11.834, -5.713, 6.468)  0.07
H (12.633, -4.182, 6.819)  0.07
H (14.166, -5.460, 5.444)  0.09
H (14.040, -6.874, 6.502)  0.11
H (15.820, -5.788, 7.235)  0.08
C (7.854, 0.241, 7.935)  -0.09
C (7.301, -1.158, 8.182)  -0.32
O (8.353, -2.116, 8.234)  -0.10
H (7.062, 0.999, 7.955)  0.07
H (8.293, 0.277, 6.934)  0.07
H (8.581, 0.515, 8.695)  0.07
H (6.589, -1.420, 7.395)  0.09
H (6.813, -1.203, 9.158)  0.11
H (8.541, -2.355, 7.312)  0.03
C (6.606, -3.573, 0.079)  -0.07
C (7.825, -4.407, 0.400)  -0.29
O (8.412, -3.936, 1.616)  -0.12
H (5.836, -3.753, 0.831)  0.08
H (6.228, -3.816, -0.911)  0.08
H (6.853, -2.510, 0.107)  0.07
H (8.571, -4.388, -0.405)  0.11
H (7.537, -5.460, 0.517)  0.12
H (9.169, -4.516, 1.818)  0.04

Values from the calculation:
SMILES string: CCO.CCO.CCO.CCO.CCO.CCO.CCO.CCO
Kohn-Sham gap in eV: 9.68
HOMO in eV: -9.45

=====

Most stable = d

=====

## a
One molecule with the formula C24H32N4O4S. Source: the Open Molecules 2025 dataset; level of theory: wB97M-V/def2-TZVPD.

Last column: Löwdin charge in e.
Element x y z (Å)
C (2.136, -3.763, 0.889)  0.01
C (1.315, -2.554, 1.264)  -0.51
O (1.797, -1.524, 1.683)  0.05
N (-0.023, -2.762, 1.079)  0.13
C (-1.061, -1.842, 1.140)  -0.21
C (-0.889, -0.539, 1.606)  0.01
C (-1.946, 0.350, 1.562)  -0.05
C (-3.171, -0.060, 1.077)  -0.29
S (-4.496, 1.116, 0.911)  0.66
O (-5.632, 0.697, 1.679)  -0.29
O (-3.980, 2.442, 1.121)  -0.29
N (-4.949, 0.916, -0.703)  -0.12
C (-4.147, 1.673, -1.653)  -0.19
C (-2.805, 1.003, -1.773)  -0.23
C (-1.650, 1.621, -1.315)  -0.03
C (-0.435, 0.960, -1.351)  -0.02
C (-0.358, -0.339, -1.841)  -0.13
C (0.905, -1.138, -1.820)  -0.44
O (0.891, -2.352, -1.673)  0.04
N (2.031, -0.431, -2.020)  0.09
C (3.358, -0.965, -1.834)  -0.14
C (3.964, -0.404, -0.535)  -0.16
N (3.879, 1.043, -0.538)  -0.18
C (4.998, 1.752, -1.112)  -0.19
C (6.318, 1.748, -0.325)  -0.19
C (6.181, 2.234, 1.117)  -0.20
C (5.463, 1.220, 2.010)  -0.20
C (3.936, 1.326, 2.007)  -0.17
C (3.297, 1.643, 0.641)  -0.19
C (-1.516, -0.954, -2.308)  -0.01
C (-2.723, -0.287, -2.284)  -0.03
C (-3.377, -1.364, 0.670)  -0.06
C (-2.323, -2.253, 0.699)  -0.01
H (1.771, -4.651, 1.398)  0.08
H (2.049, -3.907, -0.187)  0.07
H (3.177, -3.595, 1.149)  0.09
H (-0.269, -3.637, 0.636)  0.15
H (0.075, -0.229, 1.973)  0.10
H (-1.832, 1.373, 1.884)  0.12
H (-5.940, 1.096, -0.777)  0.11
H (-4.662, 1.667, -2.618)  0.13
H (-4.022, 2.709, -1.314)  0.11
H (-1.710, 2.617, -0.903)  0.12
H (0.440, 1.450, -0.950)  0.11
H (1.992, 0.576, -2.023)  0.13
H (3.281, -2.052, -1.784)  0.12
H (3.972, -0.685, -2.695)  0.12
H (3.383, -0.784, 0.306)  0.10
H (4.993, -0.772, -0.440)  0.12
H (4.681, 2.790, -1.255)  0.12
H (5.186, 1.327, -2.104)  0.11
H (6.740, 0.740, -0.319)  0.10
H (7.021, 2.391, -0.861)  0.11
H (5.659, 3.192, 1.141)  0.11
H (7.186, 2.399, 1.513)  0.11
H (5.803, 1.346, 3.041)  0.11
H (5.760, 0.215, 1.701)  0.10
H (3.626, 2.115, 2.696)  0.11
H (3.525, 0.387, 2.381)  0.09
H (3.303, 2.724, 0.476)  0.12
H (2.249, 1.322, 0.694)  0.10
H (-1.448, -1.964, -2.682)  0.12
H (-3.620, -0.771, -2.641)  0.12
H (-4.353, -1.656, 0.319)  0.12
H (-2.462, -3.269, 0.358)  0.12

Values from the calculation:
SMILES string: CC(=O)Nc1ccc(S(=O)(=O)NCc2ccc(C(=O)NCCN3CCCCCC3)cc2)cc1
Kohn-Sham gap in eV: 8.53
HOMO in eV: -8.26

=====

## b
One molecule with the formula C24H32N4O4S. Source: the Open Molecules 2025 dataset; level of theory: wB97M-V/def2-TZVPD.

Last column: Löwdin charge in e.
Element x y z (Å)
C (4.760, 3.103, 1.800)  -0.06
C (3.887, 2.633, 2.959)  -0.25
O (2.505, 2.710, 2.665)  -0.05
C (1.939, 1.813, 1.816)  -0.27
C (0.622, 2.089, 1.441)  0.02
C (-0.072, 1.231, 0.617)  0.00
C (0.528, 0.062, 0.161)  -0.23
N (-0.156, -0.813, -0.721)  0.02
C (0.380, -0.878, -2.076)  -0.03
C (-0.147, 0.303, -2.909)  -0.47
O (0.551, 1.250, -3.210)  0.06
N (-1.439, 0.160, -3.229)  0.12
C (-2.226, 1.192, -3.868)  -0.30
C (-3.106, 1.916, -2.840)  -0.14
C (-4.199, 0.999, -2.295)  -0.20
C (-5.056, 0.462, -3.437)  -0.20
C (-4.189, -0.305, -4.431)  -0.20
C (-3.084, 0.593, -4.985)  -0.15
C (-1.355, -1.391, -0.478)  -0.43
O (-1.997, -1.912, -1.382)  0.03
C (-1.888, -1.415, 0.940)  -0.06
C (-0.867, -1.738, 2.035)  -0.08
C (-0.692, -0.574, 2.975)  -0.46
O (-1.521, 0.287, 3.155)  0.08
N (0.480, -0.517, 3.704)  0.13
C (1.603, -1.286, 3.639)  -0.61
N (1.777, -2.359, 2.957)  0.09
C (3.032, -2.872, 3.104)  -0.44
C (3.395, -4.116, 2.371)  -0.03
C (3.839, -2.165, 3.935)  -0.36
S (3.014, -0.788, 4.577)  1.04
C (1.843, -0.206, 0.517)  -0.01
C (2.548, 0.659, 1.333)  -0.03
H (5.806, 3.071, 2.092)  0.08
H (4.498, 4.123, 1.532)  0.08
H (4.617, 2.473, 0.925)  0.07
H (4.015, 3.300, 3.816)  0.13
H (4.162, 1.619, 3.273)  0.08
H (0.163, 2.991, 1.810)  0.13
H (-1.081, 1.470, 0.322)  0.13
H (1.467, -0.817, -2.032)  0.13
H (0.069, -1.824, -2.526)  0.13
H (-1.931, -0.652, -2.870)  0.10
H (-1.505, 1.902, -4.289)  0.14
H (-2.476, 2.283, -2.028)  0.11
H (-3.566, 2.780, -3.324)  0.12
H (-3.752, 0.162, -1.755)  0.10
H (-4.821, 1.553, -1.589)  0.11
H (-5.833, -0.194, -3.041)  0.11
H (-5.546, 1.295, -3.946)  0.11
H (-3.753, -1.173, -3.934)  0.11
H (-4.803, -0.672, -5.256)  0.11
H (-2.446, 0.026, -5.665)  0.12
H (-3.534, 1.412, -5.550)  0.12
H (-2.697, -2.148, 0.933)  0.13
H (-2.342, -0.444, 1.163)  0.12
H (0.097, -2.040, 1.631)  0.09
H (-1.223, -2.572, 2.645)  0.14
H (0.536, 0.294, 4.311)  0.15
H (3.283, -3.961, 1.300)  0.08
H (4.420, -4.401, 2.589)  0.08
H (2.725, -4.922, 2.663)  0.08
H (4.852, -2.366, 4.216)  0.07
H (2.323, -1.106, 0.161)  0.13
H (3.568, 0.413, 1.586)  0.11

Values from the calculation:
SMILES string: CCOc1ccc(N(CC(=O)NC2CCCCC2)C(=O)CCC(=O)Nc2nc(C)cs2)cc1
Kohn-Sham gap in eV: 8.84
HOMO in eV: -8.44

=====

Most stable = b